Entry 1:
{
  "formula": "C3H5N3O2S",
  "method": "ωB97M-V/def2-TZVPD",
  "total_energy_ev": -22587.1189,
  "fmax_ev_per_a": 6.016,
  "multiplicity": 1,
  "elements": ["C", "C", "C", "N", "N", "N", "O", "O", "S", "H", "H", "H", "H", "H"],
  "positions_angstrom": [[-0.03307, -0.32039, 0.73314], [1.88894, -0.32773, 0.07060], [-1.13287, -0.66546, -1.52246], [1.17900, -0.14120, 1.13686], [1.25753, -0.61597, -1.00430], [-0.02488, -0.59177, -0.58965], [5.57187, -0.93114, 0.28581], [4.71603, 1.45484, 0.20262], [4.61281, 0.05174, -0.24491], [-0.75231, -0.50770, 1.46827], [-1.14997, 0.44129, -1.86750], [-0.77555, -1.24641, -2.43727], [-2.01459, -0.97149, -1.11770], [4.84108, -0.01521, -1.59265]]
}

***

Entry 2:
{
  "formula": "C3H5N3OS",
  "method": "ωB97M-V/def2-TZVPD",
  "total_energy_ev": -20541.4565,
  "fmax_ev_per_a": 1.856,
  "multiplicity": 1,
  "elements": ["C", "C", "C", "N", "N", "N", "O", "S", "H", "H", "H", "H", "H"],
  "positions_angstrom": [[1.12949, -1.92709, 0.07989], [2.78262, -0.07124, 0.02257], [-0.75230, 1.05644, 0.13948], [2.46099, -1.30646, 0.03760], [0.10489, -1.10116, 0.31070], [0.18952, 0.16908, 0.74482], [1.07339, -3.12684, -0.08046], [3.48069, 1.31287, -0.01905], [-1.65246, 1.15082, 0.76232], [-0.28321, 2.03656, 0.07991], [-1.05897, 0.73403, -0.86044], [3.15836, -2.03555, -0.12191], [-0.80420, -1.49001, 0.04682]]
}

***

Entry 3:
{
  "formula": "C3H5N3OS",
  "method": "ωB97M-V/def2-TZVPD",
  "total_energy_ev": -20543.4633,
  "fmax_ev_per_a": 2.263,
  "smiles": "[H]/N=C1/NC(=S)CN1O",
  "multiplicity": 1,
  "elements": ["H", "N", "C", "N", "C", "S", "C", "N", "O", "H", "H", "H", "H"],
  "positions_angstrom": [[-3.08660, -0.68518, -0.37019], [-2.26804, -1.20613, -0.05125], [-1.20723, -0.56482, -0.08883], [0.01821, -1.00962, 0.44814], [1.02982, -0.15796, 0.26868], [2.59418, -0.35458, 0.63826], [0.35423, 1.12484, -0.25407], [-0.93335, 0.61923, -0.78016], [-1.99642, 1.51354, -0.67057], [0.12479, -2.01120, 0.64289], [0.86142, 1.74132, -1.04968], [0.13795, 1.71669, 0.67315], [-2.35184, 1.56657, -1.61551]]
}

***

Entry 4:
{
  "formula": "C3H5N3S",
  "method": "ωB97M-V/def2-TZVPD",
  "total_energy_ev": -18496.0045,
  "fmax_ev_per_a": 3.211,
  "smiles": "Nn1nccc1S",
  "multiplicity": 1,
  "elements": ["N", "N", "N", "C", "C", "C", "S", "H", "H", "H", "H", "H"],
  "positions_angstrom": [[1.43730, -1.14640, -0.58633], [0.52546, -0.16607, -0.64030], [0.48404, 0.68897, -1.67203], [-0.51374, 1.52117, -1.33812], [-1.04548, 1.26028, -0.10767], [-0.35613, 0.14051, 0.33959], [-0.34563, -0.90155, 1.74995], [2.38127, -0.80334, -0.50381], [1.38490, -1.69813, -1.48882], [-0.84850, 2.20462, -2.08832], [-1.84538, 1.73318, 0.46266], [-1.17773, -0.17894, 2.54695]]
}

***

Entry 5:
{
  "formula": "C3H5N3S",
  "method": "ωB97M-V/def2-TZVPD",
  "total_energy_ev": -18496.5947,
  "fmax_ev_per_a": 1.186,
  "smiles": "Nn1ccnc1S",
  "multiplicity": 1,
  "elements": ["N", "N", "C", "C", "N", "C", "S", "H", "H", "H", "H", "H"],
  "positions_angstrom": [[-0.42091, 1.82344, -0.00543], [0.02856, 0.51464, -0.00424], [1.33448, 0.03378, -0.00080], [1.20802, -1.31797, -0.00512], [-0.12529, -1.68935, 0.00240], [-0.79436, -0.56312, -0.00347], [-2.53013, -0.36072, 0.00148], [-0.05993, 2.30269, 0.83658], [-0.07995, 2.30428, -0.82043], [2.17565, 0.70850, 0.01872], [1.98927, -2.09553, 0.00014], [-2.72541, -1.66064, -0.01983]]
}

***

Entry 6:
{
  "formula": "C3H5N3S",
  "method": "ωB97M-V/def2-TZVPD",
  "total_energy_ev": -18493.0254,
  "fmax_ev_per_a": 5.426,
  "multiplicity": 1,
  "elements": ["C", "C", "C", "N", "N", "N", "S", "H", "H", "H", "H", "H"],
  "positions_angstrom": [[-0.82798, -0.32079, -1.17229], [0.25317, 0.79118, -1.14065], [-0.10376, -1.17408, 0.85001], [-0.93443, -1.08266, -0.14967], [0.43236, 1.39015, 0.17746], [0.32635, 0.68888, 1.21435], [0.46214, 1.01917, 2.74239], [-1.54438, -0.31634, -1.92044], [1.12131, 0.24318, -1.15742], [0.24289, 1.56813, -1.87923], [-0.50071, -1.62160, 1.72979], [1.07305, -1.18522, 0.70570]]
}

***

Entry 7:
{
  "formula": "C3H5N3S2",
  "method": "ωB97M-V/def2-TZVPD",
  "total_energy_ev": -29332.6277,
  "fmax_ev_per_a": 0.642,
  "smiles": "Nc1n[nH]c(S)c1S",
  "multiplicity": 1,
  "elements": ["N", "C", "N", "N", "C", "S", "C", "S", "H", "H", "H", "H", "H"],
  "positions_angstrom": [[0.36427, -1.51139, 2.30476], [0.03104, -0.45464, 1.47621], [-0.52918, 0.64305, 1.94382], [-0.75153, 1.40683, 0.83046], [-0.34165, 0.80476, -0.30358], [-0.51436, 1.56989, -1.87204], [0.18241, -0.41701, 0.06649], [0.93302, -1.60815, -0.97012], [0.46117, -1.24124, 3.27751], [1.15591, -2.03452, 1.95935], [-1.18699, 2.32068, 0.90498], [0.16367, 0.59931, -2.48618], [-0.10792, -2.40008, -1.16902]]
}

***

Entry 8:
{
  "formula": "C3H5N4OS",
  "method": "ωB97M-V/def2-TZVPD",
  "total_energy_ev": -22034.6969,
  "fmax_ev_per_a": 4.621,
  "charge": -1,
  "multiplicity": 1,
  "elements": ["C", "C", "C", "N", "N", "N", "N", "O", "S", "H", "H", "H", "H", "H"],
  "positions_angstrom": [[0.78928, 0.00570, -0.05190], [-1.76200, -0.77362, 0.11694], [-0.58400, 0.44921, -0.14727], [2.60438, -0.99586, 0.38226], [1.38673, -0.81998, 0.85716], [1.67514, 0.32579, -1.05356], [2.74938, -0.40660, -0.74700], [-0.71151, 1.21003, -1.31808], [-0.92046, 1.55620, 1.39615], [-2.70050, -0.57206, -0.36141], [-1.46861, -1.71048, -0.35567], [-1.79708, -0.76916, 1.13725], [0.27818, 1.12116, -1.73572], [0.46105, 1.37966, 1.88086]]
}